1.
The following is a quantum chemistry calculation of one molecule with the formula C6H6O2, from OMol25.

Summary:
**Orbital gap**: 7.89 eV
**Spin multiplicity**: 1
**SMILES**: C#C/C(=C/C=O)OC
**Net charge**: 0
**HOMO level**: -8.86 eV

Bonds (Å) are listed after each position.
Geometry (Å):
1 C -2.072 -1.270 -0.500  C2 1.372, H9 1.170
2 C -0.883 -0.842 0.036  C1 1.372, C3 1.391
3 C 0.244 -0.030 0.103  C2 1.391, C4 1.416, O7 1.366
4 C 1.302 -0.962 0.230  C3 1.416, C5 1.486, H10 1.307
5 C 2.684 -0.559 -0.139  C4 1.486, O6 1.293, H11 1.147
6 O 3.094 0.657 -0.293  C5 1.293
7 O 0.145 1.244 -0.381  C3 1.366, C8 1.459
8 C -1.130 1.719 0.148  O7 1.459, H12 1.144, H13 1.252, H14 1.029
9 H -3.005 -1.975 -0.507  C1 1.170
10 H 0.728 -2.038 0.701  C4 1.307
11 H 3.348 -1.494 -0.152  C5 1.147
12 H -1.969 1.510 -0.600  C8 1.144
13 H -1.401 1.298 1.296  C8 1.252
14 H -1.085 2.743 0.059  C8 1.029


2.
The following is a quantum chemistry calculation of one molecule with the formula C6H6O2S2, from OMol25.

Summary:
**Orbital gap (alpha / beta)**: 9.71 / 7.12 eV
**Spin multiplicity**: 3
**Net charge**: 0
**HOMO level (alpha / beta)**: -9.04 / -9.26 eV
**Expectation value of S²**: 2.0163

Bonds (Å) are listed after each position.
Geometry (Å):
1 C 1.585 -0.999 -1.050  C2 1.389, C3 1.393, H11 1.157
2 C 2.266 -0.385 -2.094  C1 1.389, S9 1.864, H12 1.132
3 C 0.517 -0.260 -0.545  C1 1.393, C4 1.331, C5 1.544
4 C 0.304 0.866 -1.221  C3 1.331, S9 1.676
5 C -0.475 -0.783 0.516  C3 1.544, C6 1.553, H13 1.090, H14 1.051
6 C -1.642 0.224 0.699  C5 1.553, S10 1.905, H15 1.096, H16 1.107
7 O -1.898 2.568 1.985  S10 1.447
8 O -0.499 0.840 3.058  S10 1.410
9 S 1.465 1.277 -2.358  C2 1.864, C4 1.676
10 S -0.908 1.516 1.891  C6 1.905, O7 1.447, O8 1.410
11 H 1.827 -2.050 -0.632  C1 1.157
12 H 3.041 -0.691 -2.860  C2 1.132
13 H -0.989 -1.635 0.069  C5 1.090
14 H -0.225 -0.936 1.525  C5 1.051
15 H -1.910 0.712 -0.246  C6 1.096
16 H -2.460 -0.264 1.263  C6 1.107


Results for ΔE to the lowest compared entry with this formula, charge and spin: 658.72, 1.28 (in kJ/mol, following the order of the records).